Entry 1:
Here is a 2-piece molecular cluster, C5H14 overall from the Open Molecules 2025 dataset. Energies are from wB97M-V/def2-TZVPD.

Properties
- Structure (SMILES): CCC.CC
- DFT total energy: -198.8715 a.u.

Geometry as ORCA input:
```
! RIJCOSX wB97M-V def2-TZVPD def2/J DEFGRID3
* xyz 0 1
C 1.51307 1.13047 0.20893
C 1.67964 2.00125 -1.07010
C 1.45027 -0.36385 0.03040
H 2.41719 1.29804 0.80817
H 0.68487 1.52248 0.79668
H 2.68781 2.34058 -1.23034
H 2.30330 -0.91180 -0.36928
H 0.95860 2.81663 -1.00801
H 1.31869 1.43262 -1.92696
H 1.25813 -0.79360 1.00895
H 0.59707 -0.79414 -0.49434
C -2.16772 -2.07859 0.38033
C -2.31041 -0.58401 0.46204
H -1.16332 -2.50156 0.46147
H -2.66849 -2.61082 1.19821
H -2.54154 -2.52422 -0.54049
H -3.29076 -0.30365 0.07010
H -2.23098 -0.21548 1.48011
H -1.64897 -0.03617 -0.21356
*
```

Entry 2:
Here is one molecule with the formula C4H5NO2 from the Open Molecules 2025 dataset. Energies are from wB97M-V/def2-TZVPD.

Properties
- ⟨S²⟩: 2.028
- DFT total energy: -360.4412 a.u.

Geometry as ORCA input:
```
! RIJCOSX wB97M-V def2-TZVPD def2/J DEFGRID3
* xyz 0 3
C -0.55683 0.73737 0.13824
C 0.36632 1.77095 0.27250
C 1.25714 -1.06684 0.15431
C -0.01316 -0.41713 -0.60644
N 2.34947 -0.50530 0.04595
O 3.50991 -0.27936 -0.05034
O 1.45245 1.75823 -0.34573
H -1.52378 0.63630 0.58608
H 0.25182 2.68221 0.88333
H 1.07281 -1.77956 0.99154
H -0.84718 -1.05214 -0.75901
H 0.36331 0.14956 -1.55545
*
```

Entry 3:
Here is a 2-piece molecular cluster, C3H8O overall from the Open Molecules 2025 dataset. Energies are from wB97M-V/def2-TZVPD.

Properties
- Structure (SMILES): C=CO.C
- DFT total energy: -194.2076 a.u.

Geometry as ORCA input:
```
! RIJCOSX wB97M-V def2-TZVPD def2/J DEFGRID3
* xyz 0 1
C -5.11882 -4.11319 -1.45683
H -4.46058 -4.05572 -2.32015
H -4.99229 -5.09410 -0.99754
H -4.80433 -3.38470 -0.70998
H -6.16861 -3.99078 -1.68545
C 1.84538 0.59760 0.03384
C 2.12515 1.57558 0.95787
O 2.39782 2.85105 0.65190
H 2.64595 -0.01380 -0.37690
H 0.96014 0.02034 0.30812
H 2.23766 1.35821 2.02987
H 2.27602 3.33916 1.47809
*
```

Entry 4:
Here is C24H27O2PPtSe2Te as an isolated structure from the Open Molecules 2025 dataset. Energies are from wB97M-V/def2-TZVPD.

Properties
- ⟨S²⟩: 2.010
- DFT total energy: -6612.6773 a.u.

Geometry as ORCA input:
```
! RIJCOSX wB97M-V def2-TZVPD def2/J DEFGRID3
* xyz 0 3
Pt -3.48343 -17.67516 4.08787
Se -4.02040 -17.55765 6.74767
P -5.26464 -19.25976 6.19579
Se -4.84171 -19.81950 4.14861
C -6.95371 -18.59047 6.33620
C -7.84810 -19.18122 7.26842
C -9.05499 -18.55549 7.56532
C -9.37989 -17.27902 6.99472
C -8.52796 -16.86392 6.04557
C -7.26522 -17.36846 5.77262
C -5.18686 -20.67688 7.37068
C -4.36749 -20.55639 8.50302
C -4.23028 -21.63847 9.33562
C -4.96552 -22.83866 9.15602
C -5.94046 -22.82522 8.19094
C -5.85026 -21.89055 7.11427
H -7.59058 -20.18759 7.65506
H -9.88858 -19.05839 8.10516
H -10.30454 -16.70460 7.18935
H -8.87928 -16.05657 5.43852
H -6.56081 -16.92569 5.07309
H -3.75257 -19.64297 8.53332
H -3.64492 -21.66335 10.28458
H -4.98469 -23.65272 9.88376
H -6.78366 -23.50615 8.10399
H -6.40458 -22.03500 6.16412
C -1.77411 -17.41945 0.61739
Te -3.40895 -18.26756 1.61210
C -2.68734 -20.24851 1.53309
H -0.93297 -17.69272 1.23066
H -1.96029 -16.31606 0.75552
H -1.87641 -17.79268 -0.38454
H -3.52891 -20.84982 2.00012
H -1.73745 -20.31385 2.11601
H -2.53881 -20.47547 0.42231
C -0.98246 -9.56578 2.96990
C -1.29428 -11.00301 3.37805
C -0.47160 -12.11010 3.14188
C -0.74824 -13.43952 3.53286
C 0.18248 -14.62678 3.44761
C -2.04157 -13.63679 4.07799
C -2.90605 -12.54988 4.32765
C -4.36341 -12.72764 4.82174
C -2.50422 -11.26214 3.90538
C -2.39865 -15.03362 4.70262
O -2.65703 -15.14722 5.90247
O -2.31503 -15.94775 3.79075
H -1.87900 -8.88811 2.86154
H -0.57078 -9.63780 1.91216
H -0.23684 -9.09726 3.64129
H 0.39324 -11.97059 2.52479
H 0.22438 -15.14371 4.41054
H 1.21086 -14.38333 3.21081
H -0.18446 -15.56648 2.93782
H -4.45076 -13.42755 5.63344
H -4.98748 -12.97006 3.89159
H -4.86128 -11.82275 5.23499
H -3.08475 -10.41799 4.24168
*
```

Entry 5:
Here is C18H12F2O6V as an isolated structure from the Open Molecules 2025 dataset. Energies are from wB97M-V/def2-TZVPD.

Properties
- DFT total energy: -2288.4080 a.u.

Geometry as ORCA input:
```
! RIJCOSX wB97M-V def2-TZVPD def2/J DEFGRID3
* xyz -1 1
O -0.55118 -1.99040 -0.38477
V 0.19729 -0.66549 0.09987
O -0.48885 0.58770 -0.65117
C 3.31503 1.28935 2.27639
C 2.32883 0.50626 1.77013
C 1.48076 -0.34075 2.67403
O 0.53440 -1.02053 2.07474
C 1.69383 -0.36952 4.00600
C 2.80240 0.34579 4.57813
C 3.68783 1.21732 3.66263
O 4.62543 1.81334 4.14547
O 3.09831 0.26300 5.74401
O 1.97567 0.46692 0.52824
H 3.80367 1.97260 1.59341
H 1.12480 -1.06373 4.60819
F -2.24713 -0.27672 1.31127
C -3.52776 0.00186 1.01726
C -4.52067 -0.58658 1.77696
C -5.84364 -0.32391 1.44001
C -6.16132 0.52693 0.39177
C -5.13045 1.05103 -0.38835
C -3.79504 0.79309 -0.07846
H -4.26914 -1.13405 2.67380
H -6.62579 -0.77931 2.03666
H -7.18647 0.80362 0.18560
H -5.36590 1.72058 -1.20633
H -3.01401 1.21188 -0.69683
F 1.85777 -1.40782 -1.28624
C 2.07093 -0.94256 -2.55398
C 1.85560 -1.78970 -3.61010
C 2.13387 -1.32311 -4.88578
C 2.64970 -0.03814 -5.05587
C 2.80311 0.80450 -3.96703
C 2.52724 0.35691 -2.68854
H 1.42712 -2.77031 -3.44646
H 1.96641 -1.96282 -5.74123
H 2.96926 0.28896 -6.03734
H 3.15494 1.81497 -4.12930
H 2.64314 0.94882 -1.78680
*
```

Entry 6:
Here is C35H35Cl3N4O4RuS7 as an isolated structure from the Open Molecules 2025 dataset. Energies are from wB97M-V/def2-TZVPD.

Properties
- ⟨S²⟩: 0.756
- DFT total energy: -6137.6160 a.u.

Geometry as ORCA input:
```
! RIJCOSX wB97M-V def2-TZVPD def2/J DEFGRID3
* xyz -1 2
Ru 1.79918 -0.35643 -1.32141
C -1.90497 -0.12012 -3.47952
C -0.82969 -0.74367 -2.61772
O 0.29157 -0.12562 -2.70110
C -1.14035 -1.84723 -1.84410
C -0.21561 -2.60045 -1.03771
C -0.69277 -3.87359 -0.40024
N 1.00785 -2.20815 -0.86729
N 1.83863 -3.01908 -0.10552
C 3.01011 -2.45725 0.03426
O 3.36254 -1.32177 -0.46894
C 4.05245 -3.20105 0.78947
C 3.73309 -4.35564 1.50169
C 4.70986 -5.02384 2.22003
C 6.01623 -4.55110 2.22950
C 6.34011 -3.40582 1.51433
C 5.36408 -2.73192 0.79773
H -1.43996 0.31304 -4.36322
H -2.36614 0.69824 -2.91707
H -2.67841 -0.83160 -3.76832
H -2.14570 -2.23766 -1.92298
H -1.74195 -4.03873 -0.63463
H -0.55948 -3.82916 0.68202
H -0.10011 -4.72121 -0.74595
H 2.71399 -4.71588 1.48144
H 4.45358 -5.91909 2.77310
H 6.77861 -5.07524 2.79256
H 7.35748 -3.03508 1.51137
H 5.59757 -1.84029 0.23283
S 6.24238 3.50573 -5.69198
C 5.25946 2.63920 -4.66808
S 4.82416 0.99226 -4.92430
C 3.82967 0.78230 -3.51147
C 3.70282 1.86867 -2.70721
S 2.77150 1.85069 -1.22120
S 4.56133 3.28741 -3.23613
S 3.05419 -0.74936 -3.20707
Cl -6.29484 -1.33983 2.39766
C -5.44424 -0.01628 1.66227
C -4.65622 -0.24624 0.54546
C -3.99676 0.82149 -0.03211
C -4.11976 2.11987 0.46716
C -3.36038 3.24893 -0.19942
C -1.96504 3.41931 0.40143
N -1.23647 2.18003 0.47564
C -1.31986 1.23538 1.47098
C -0.49017 0.22981 1.09269
N 0.07204 0.52598 -0.12157
C -0.38348 1.71003 -0.45604
O -3.19559 3.00570 -1.58734
C -4.27863 3.46342 -2.38990
C -5.42308 2.49482 -2.42873
C -6.59175 2.63751 -1.73763
Cl -7.02495 3.95262 -0.71583
S -7.64713 1.29705 -1.90358
C -6.53159 0.51971 -2.95016
C -5.40951 1.26248 -3.14116
C -4.89553 2.29752 1.60033
Cl -5.06462 3.88366 2.30230
C -5.56938 1.24825 2.20850
H -4.55340 -1.24468 0.14619
H -3.36520 0.65679 -0.89425
H -3.88899 4.19940 -0.06005
H -2.03018 3.86128 1.39641
H -1.40937 4.10684 -0.23732
H -1.92746 1.38346 2.34581
H -0.28777 -0.70605 1.58548
H -0.12456 2.24533 -1.35356
H -3.86964 3.61445 -3.38914
H -4.63353 4.43002 -2.01954
H -6.76278 -0.44629 -3.36560
H -4.58102 0.94693 -3.75766
H -6.18151 1.41973 3.08115
C 2.06588 -1.92065 3.62415
C 2.00646 -0.40333 3.66730
S 2.42891 0.34279 2.06399
O 2.06451 1.78025 2.19978
C 4.23280 0.23481 2.15991
C 4.84336 1.28101 3.06986
H 1.61506 -2.34776 4.52096
H 3.09417 -2.28081 3.56775
H 1.54549 -2.31508 2.74800
H 2.65793 0.02011 4.43337
H 0.99846 -0.02711 3.84773
H 4.54980 0.35830 1.12318
H 4.46923 -0.78773 2.45882
H 4.41797 2.25877 2.84705
H 5.92066 1.32144 2.90636
H 4.67444 1.06506 4.12576
*
```

Entry 7:
Here is a 6-piece molecular cluster, C8H28N8O8 overall from the Open Molecules 2025 dataset. Energies are from wB97M-V/def2-TZVPD.

Properties
- ⟨S²⟩: 0.751
- DFT total energy: -1361.6215 a.u.

Geometry as ORCA input:
```
! RIJCOSX wB97M-V def2-TZVPD def2/J DEFGRID3
* xyz -1 2
C -3.91324 -0.97209 0.10417
O -4.17483 0.01376 -0.50046
N -3.76359 -0.90145 1.38369
N -3.62127 -2.19315 -0.43024
H -3.84505 0.02417 1.77954
H -3.52650 -1.73815 1.89733
H -3.34144 -2.98150 0.13571
H -3.48893 -2.12573 -1.42926
C 0.06864 0.50018 -0.34773
O 0.71501 -0.37307 0.11069
N 0.45656 1.73013 -0.41316
N -1.07983 0.40258 -1.01830
H -0.18617 2.42069 -0.77388
H 1.37381 1.89024 -0.02187
H -1.50780 -0.50541 -0.90643
H -1.53841 1.17478 -1.48035
C 3.60414 1.70365 0.55125
O 2.88021 2.67444 0.82872
N 3.22112 0.42473 0.54128
N 4.84404 1.83235 0.29863
H 3.87033 -0.23845 0.14274
H 2.22581 0.26257 0.59756
H 5.32095 2.71066 0.44433
H 5.30258 0.93272 0.32147
C 0.61955 -2.90162 2.89626
O 0.96269 -2.04031 3.64853
N 0.55298 -2.95188 1.58157
N 0.21574 -4.10392 3.27731
H 1.03942 -2.26654 1.02142
H 0.03376 -3.68392 1.11828
H -0.50118 -4.51082 2.69374
H 0.47757 -4.32281 4.22791
C -2.32708 3.81900 0.27563
C -2.65519 2.73915 1.32681
O -4.03701 2.29039 1.14328
O -1.95682 3.20746 -0.97000
H -1.51385 4.43441 0.66038
H -3.19036 4.47647 0.17274
H -2.43194 3.12843 2.32015
H -2.00592 1.89314 1.10135
H -4.05437 1.59104 0.48585
H -1.94327 3.96396 -1.56086
C 2.04944 -0.53445 -3.25688
C 2.98305 -1.21235 -2.29272
O 2.40519 -2.21960 -1.52988
O 1.41081 -1.46895 -4.12478
H 2.39843 0.32489 -3.82945
H 1.24710 0.03184 -2.78394
H 3.41313 -0.39131 -1.71911
H 3.76394 -1.78833 -2.78927
H 1.54046 -1.89628 -1.26663
H 1.60760 -2.27572 -3.64312
*
```

Entry 8:
Here is a 2-piece molecular cluster, C5H12O overall from the Open Molecules 2025 dataset. Energies are from wB97M-V/def2-TZVPD.

Properties
- Structure (SMILES): C=CO.CCC
- DFT total energy: -272.8344 a.u.

Geometry as ORCA input:
```
! RIJCOSX wB97M-V def2-TZVPD def2/J DEFGRID3
* xyz 0 1
C 2.25807 0.05244 1.76738
C 1.62692 -0.33946 0.26150
C 2.43547 -1.51238 -0.39460
H 3.12863 0.73002 1.73039
H 1.44130 0.59520 2.15489
H 2.51351 -0.80546 2.46312
H 0.52577 -0.64555 0.25448
H 1.73026 0.58423 -0.58863
H 1.77293 -1.87310 -1.19358
H 2.64312 -2.52564 0.12056
H 3.28298 -1.33026 -1.16196
C -1.92871 -0.49944 -0.62866
C -1.88874 0.86785 -0.79332
O -2.96092 1.54428 -0.21042
H -1.13136 -1.16023 -0.99875
H -2.70534 -0.86585 0.04729
H -1.23774 1.34446 -1.55790
H -3.29473 2.18382 -0.86034
*
```

Number 1: largest force on an atom 1.77 eV/Å. Number 2: largest force on an atom 2.96 eV/Å. Number 3: largest force on an atom 1.79 eV/Å. Number 4: largest force on an atom 2.88 eV/Å. Number 5: largest force on an atom 1.54 eV/Å. Number 6: largest force on an atom 1.41 eV/Å. Number 7: largest force on an atom 5.65 eV/Å. Number 8: largest force on an atom 3.55 eV/Å.